This record from OMol25 describes a molecular structure, C19H43Cl2EuF3P2. The level of theory is wB97M-V/def2-TZVPD.

The geometry in XYZ format:
```
70
Properties=species:S:1:pos:R:3:forces:R:3
Eu -0.682 1.905 -0.670 -0.29 -0.08 -0.10
Cl 0.745 0.089 -1.889 0.40 -0.79 -0.48
P 1.846 2.366 0.837 -0.71 -0.02 -0.28
C 2.662 3.441 -0.463 0.18 -0.06 0.43
C 1.194 3.547 2.115 0.70 0.20 -0.02
C 3.260 1.446 1.563 -0.08 0.14 -0.09
C 1.771 3.531 -1.715 0.26 -0.01 -0.13
H 3.563 2.847 -0.716 -0.34 0.29 -0.08
C 3.109 4.827 0.022 0.19 0.03 -0.40
H 2.259 5.454 0.319 0.16 -0.13 -0.07
H 3.624 5.333 -0.808 -0.11 0.03 0.21
H 3.813 4.773 0.861 -0.21 0.01 -0.14
H 1.534 2.526 -2.112 0.11 0.41 0.17
H 2.317 4.066 -2.507 -0.27 -0.05 0.14
H 0.836 4.094 -1.527 0.33 -0.09 -0.05
H 3.694 0.962 0.671 -0.15 0.09 0.24
C 2.775 0.336 2.511 0.13 -0.14 -0.02
C 4.319 2.345 2.194 0.38 -0.19 0.20
H 4.854 2.943 1.447 -0.14 -0.12 0.14
H 5.058 1.707 2.696 0.01 0.19 -0.01
H 3.900 3.026 2.947 0.04 -0.18 -0.16
H 1.821 -0.100 2.183 0.23 0.14 0.09
H 2.664 0.702 3.538 -0.02 -0.11 -0.26
H 3.525 -0.462 2.525 -0.10 0.04 0.08
C -0.077 4.257 1.606 0.05 -0.07 0.06
H 2.008 4.278 2.252 -0.48 0.07 0.27
C 0.893 2.844 3.444 -0.09 0.12 -0.02
H 0.058 4.775 0.644 -0.01 -0.15 0.21
H -0.372 5.012 2.349 -0.01 -0.11 -0.24
H -0.930 3.555 1.525 0.35 0.21 0.10
H 0.226 1.987 3.292 0.11 0.09 0.00
H 0.379 3.550 4.109 0.08 -0.11 -0.04
H 1.803 2.507 3.950 -0.18 0.08 -0.09
Cl -1.737 0.602 1.331 -0.25 -0.42 0.59
H -0.824 -1.939 -0.263 -0.07 -0.13 0.00
P -1.388 -3.039 -0.940 0.24 0.75 0.14
C -0.048 -4.261 -1.095 0.18 -0.13 -0.06
C -2.768 -3.555 0.128 -0.36 -0.54 0.02
C -1.803 -2.347 -2.563 -0.04 -0.04 -0.13
C 1.045 -3.982 -0.055 0.16 0.08 0.12
H 0.376 -4.072 -2.099 -0.15 0.01 0.25
C -0.527 -5.716 -1.038 -0.01 -0.19 -0.01
H -1.044 -5.945 -0.093 0.13 0.06 -0.28
H 0.343 -6.388 -1.108 -0.13 0.17 0.02
H -1.197 -5.963 -1.870 -0.04 0.03 0.17
H 1.424 -2.956 -0.135 -0.08 -0.11 0.02
H 1.885 -4.667 -0.222 -0.21 0.10 0.04
H 0.678 -4.140 0.967 0.08 0.02 -0.20
H -0.805 -2.096 -2.959 -0.14 -0.09 0.16
C -2.605 -1.033 -2.478 -0.11 0.17 0.11
C -2.450 -3.394 -3.474 0.14 -0.06 -0.19
H -1.772 -4.237 -3.660 -0.23 0.09 0.08
H -2.677 -2.934 -4.439 0.00 0.00 -0.04
H -3.387 -3.783 -3.061 0.13 0.02 0.00
H -2.556 -0.564 -1.482 -0.06 -0.12 -0.28
H -3.662 -1.197 -2.729 0.29 0.03 0.17
H -2.198 -0.309 -3.194 -0.10 -0.19 0.11
C -2.289 -3.744 1.573 0.16 0.19 0.25
H -3.082 -4.534 -0.283 0.07 0.26 0.13
C -3.956 -2.586 0.090 0.02 0.30 0.05
H -1.548 -4.543 1.687 -0.08 0.09 -0.11
H -3.149 -4.006 2.200 0.14 0.01 -0.15
H -1.864 -2.810 1.976 -0.12 -0.21 -0.16
H -3.651 -1.576 0.409 -0.12 -0.29 -0.13
H -4.718 -2.941 0.797 0.19 0.04 -0.18
H -4.423 -2.531 -0.900 0.14 0.00 0.14
F -2.875 4.352 -1.554 -0.55 0.24 -0.39
C -2.704 3.003 -1.850 1.11 -0.67 0.75
F -3.924 2.409 -1.572 -0.26 0.45 -0.47
F -2.569 2.947 -3.234 -0.62 0.33 -0.21
```
Positions in Å, forces in eV/Å.

Output
Frontier orbital gap (alpha / beta) in Eh: 0.0720 / 0.1825
ΔE to the lowest compared entry with this formula, charge and spin in kJ/mol: 137.0
HOMO (alpha / beta) in eV: 0.28 / -2.74
LUMO energy (alpha / beta) in eV: 2.236 / 2.227
Expectation value of S²: 12.013
2S+1: 7
Net charge: -1

This record from OMol25 describes a molecular structure, C19H43Cl2IrNP2. The level of theory is wB97M-V/def2-TZVPD.

The geometry in XYZ format:
```
68
Properties=species:S:1:pos:R:3:forces:R:3
Ir -0.194 0.237 0.126 0.68 -1.78 0.43
Cl -0.468 -1.102 -1.779 -0.18 -1.37 -2.21
P -1.352 1.865 -0.961 -0.81 1.40 -1.14
C -2.854 1.274 -1.917 0.21 0.52 -0.07
C -1.901 3.293 0.112 -0.29 0.08 -0.61
C -0.224 2.532 -2.286 -0.78 0.07 0.17
C -3.564 0.053 -1.332 0.10 -0.13 0.18
H -2.404 0.970 -2.879 -0.14 0.13 0.21
C -3.881 2.381 -2.150 -0.24 -0.03 -0.29
H -4.429 2.604 -1.226 0.11 0.00 -0.17
H -4.604 2.009 -2.886 -0.07 0.15 0.10
H -3.455 3.308 -2.543 -0.10 -0.13 0.13
H -2.907 -0.822 -1.352 -0.25 0.20 0.11
H -4.449 -0.163 -1.943 0.06 0.03 0.05
H -3.882 0.219 -0.295 0.04 -0.05 -0.28
H -0.080 1.633 -2.910 -0.06 0.22 0.17
C 1.144 2.971 -1.759 0.26 0.11 -0.01
C -0.906 3.624 -3.107 0.27 0.13 -0.40
H -1.730 3.226 -3.710 0.17 0.13 0.12
H -0.169 4.061 -3.793 -0.14 0.06 -0.03
H -1.288 4.438 -2.471 0.11 -0.20 -0.15
H 1.442 2.422 -0.856 -0.08 0.16 -0.31
H 1.173 4.045 -1.544 -0.05 -0.14 -0.09
H 1.896 2.758 -2.532 -0.07 0.12 0.18
C -2.739 2.815 1.300 -0.01 -0.16 0.11
H -2.547 3.893 -0.548 0.08 0.03 0.20
C -0.750 4.172 0.601 0.13 -0.04 0.10
H -3.599 2.201 1.001 0.24 0.11 0.07
H -3.113 3.699 1.834 0.01 -0.13 -0.06
H -2.133 2.222 1.998 -0.19 0.16 -0.22
H 0.023 3.564 1.090 -0.20 0.31 -0.21
H -1.150 4.861 1.356 0.08 0.00 -0.12
H -0.297 4.764 -0.201 -0.10 -0.12 0.14
Cl 0.699 1.428 1.925 0.99 1.28 1.94
H 1.250 0.504 -0.486 2.19 0.77 -0.58
P 1.337 -2.063 0.696 -0.44 0.71 0.15
C 2.502 -2.553 -0.675 -0.16 -0.33 0.31
C 2.383 -1.948 2.241 -0.05 -0.75 -0.48
C 0.136 -3.477 0.847 0.53 -0.32 -0.22
C 3.074 -1.349 -1.433 0.00 0.05 -0.03
H 1.842 -3.099 -1.369 0.16 0.07 0.16
C 3.630 -3.479 -0.213 0.27 -0.22 -0.26
H 4.417 -2.916 0.307 -0.20 -0.15 -0.09
H 4.085 -3.942 -1.101 0.08 0.06 0.17
H 3.292 -4.291 0.438 0.13 0.24 -0.10
H 2.294 -0.851 -2.016 0.16 0.00 0.21
H 3.855 -1.693 -2.126 -0.06 0.00 0.09
H 3.519 -0.610 -0.751 -0.13 -0.18 -0.22
H -0.344 -3.436 -0.149 0.27 -0.13 0.31
C -0.974 -3.287 1.901 -0.19 0.38 -0.08
C 0.840 -4.824 1.030 -0.31 -0.22 -0.15
H 1.426 -5.102 0.148 -0.05 0.01 0.20
H 0.085 -5.603 1.192 0.12 -0.05 -0.03
H 1.492 -4.806 1.912 -0.05 -0.06 -0.12
H -0.825 -2.401 2.527 -0.17 -0.32 -0.18
H -1.057 -4.170 2.547 0.10 0.13 -0.07
H -1.940 -3.135 1.401 0.30 -0.05 0.26
C 3.399 -0.814 2.103 0.03 0.26 0.02
H 2.909 -2.911 2.318 0.11 0.14 0.24
C 1.518 -1.749 3.482 -0.04 0.10 0.17
H 4.208 -1.042 1.397 -0.24 0.05 0.11
H 3.855 -0.627 3.086 -0.01 -0.04 -0.17
H 2.897 0.116 1.795 0.23 -0.30 0.04
H 0.890 -0.850 3.377 0.11 -0.33 0.06
H 2.177 -1.599 4.348 -0.12 -0.01 -0.10
H 0.885 -2.620 3.689 0.13 0.24 -0.04
N -2.625 -0.567 1.944 0.64 0.46 -0.83
C -1.742 -0.263 1.234 -3.07 -1.31 3.18
```
Positions in Å, forces in eV/Å.

Output
Frontier orbital gap (alpha / beta) in Eh: 0.1208 / 0.2355
HOMO (alpha / beta) in eV: -0.43 / -4.79
LUMO energy (alpha / beta) in eV: 2.857 / 1.619
Expectation value of S²: 6.017
2S+1: 5
Net charge: -1

This record from OMol25 describes a molecular structure, C19H43GdN2O2P3. The level of theory is wB97M-V/def2-TZVPD.

The geometry in XYZ format:
```
70
Properties=species:S:1:pos:R:3:forces:R:3
Gd -0.374 -0.146 0.133 0.07 2.82 -0.30
P 1.867 1.055 1.350 1.53 0.80 1.26
P -1.050 2.065 -1.506 -1.14 1.07 -0.90
P 1.523 -0.575 -1.978 1.03 -0.45 -1.36
H -1.889 -2.515 -0.025 0.58 0.27 0.02
C -0.812 -2.567 -0.286 0.96 -2.58 1.68
C 0.159 -2.566 0.702 -1.46 -2.40 -1.25
H -0.122 -2.612 1.770 -0.05 0.66 -0.53
C 1.541 1.480 3.100 -0.52 -0.17 0.13
C 2.600 2.639 0.799 -0.48 0.10 -0.69
C 3.348 -0.009 1.524 -0.29 -0.52 -0.36
C -2.429 1.555 -2.605 0.18 -0.45 0.14
C -1.847 3.340 -0.460 0.18 -0.19 0.45
C 0.047 3.062 -2.573 0.54 -0.33 0.16
C 2.417 -2.175 -1.905 -0.03 0.01 0.24
C 2.904 0.547 -2.425 -0.10 0.23 0.19
C 0.634 -0.761 -3.579 -0.22 0.04 0.16
H -0.622 -2.969 -1.291 0.26 0.71 0.19
H 1.202 -2.848 0.502 -0.42 0.35 -0.19
H 1.100 0.630 3.638 0.25 0.22 -0.02
H 0.820 2.304 3.153 0.19 -0.09 0.02
H 2.478 1.780 3.591 -0.27 -0.09 -0.16
H 1.823 3.415 0.807 0.22 -0.07 0.06
H 2.968 2.552 -0.230 0.06 0.06 0.24
H 3.419 2.942 1.466 -0.26 -0.23 -0.14
H 3.052 -0.964 1.977 0.20 0.16 0.02
H 4.100 0.479 2.162 -0.27 -0.09 -0.22
H 3.776 -0.232 0.538 0.02 0.11 0.29
H -2.857 2.423 -3.130 0.17 -0.30 0.16
H -3.206 1.066 -1.997 0.07 0.25 -0.19
H -2.071 0.807 -3.327 -0.16 0.31 -0.02
H -2.272 4.142 -1.084 0.15 -0.29 0.21
H -1.102 3.756 0.231 -0.19 0.10 -0.20
H -2.634 2.882 0.156 0.10 0.18 -0.26
H -0.502 3.903 -3.021 0.09 -0.32 0.17
H 0.486 2.435 -3.358 -0.21 0.21 0.04
H 0.880 3.443 -1.967 -0.23 0.09 -0.16
H 2.975 -2.327 -2.840 -0.15 -0.03 0.31
H 1.711 -3.001 -1.757 0.22 0.06 -0.18
H 3.117 -2.166 -1.058 -0.06 -0.07 -0.25
H 3.388 0.200 -3.350 -0.15 0.07 0.30
H 3.642 0.558 -1.611 -0.11 0.03 -0.30
H 2.532 1.568 -2.577 0.18 -0.24 0.00
H 1.310 -1.163 -4.348 -0.18 0.16 0.25
H 0.231 0.204 -3.918 0.11 -0.32 0.02
H -0.204 -1.462 -3.451 0.15 0.17 -0.19
C -2.581 -0.890 -7.033 -0.45 -0.65 -0.06
C -3.705 -1.379 -7.745 0.84 0.06 0.69
C -3.921 -2.757 -7.770 0.26 -0.07 0.05
C -3.029 -3.633 -7.133 0.14 0.14 0.15
C -1.894 -3.134 -6.474 -0.37 0.13 -0.33
C -1.654 -1.761 -6.447 -0.50 0.03 -0.05
O -2.372 0.445 -6.811 -0.35 0.35 -0.40
H -3.053 0.945 -7.293 0.36 -0.13 0.15
H -4.386 -0.680 -8.235 0.15 -0.24 0.16
H -4.796 -3.155 -8.291 0.36 0.14 0.18
H -3.210 -4.709 -7.152 0.02 0.34 -0.03
H -1.190 -3.805 -5.981 -0.20 0.04 -0.24
H -0.771 -1.335 -5.966 -0.24 -0.11 -0.14
C -4.132 1.377 2.719 -0.38 0.17 0.07
N -3.184 0.559 3.479 0.64 -0.30 -0.25
C -2.080 0.007 3.001 -0.22 0.14 0.62
N -1.279 -0.676 3.855 -0.07 0.11 -0.80
O -1.732 0.126 1.760 -0.31 -0.11 1.11
H -3.808 1.499 1.681 0.06 -0.21 0.34
H -4.208 2.370 3.178 -0.03 -0.32 -0.09
H -5.112 0.884 2.732 0.22 0.22 -0.03
H -3.366 0.388 4.465 -0.21 0.23 -0.31
H -0.461 -1.142 3.472 -0.52 0.17 0.55
H -1.551 -0.825 4.819 0.25 -0.12 -0.17
```
Positions in Å, forces in eV/Å.

Output
Frontier orbital gap (alpha / beta) in Eh: 0.0804 / 0.1165
ΔE to the lowest compared entry with this formula, charge and spin in kJ/mol: 48.4
HOMO (alpha / beta) in eV: -13.81 / -13.81
LUMO energy (alpha / beta) in eV: -11.621 / -10.639
Expectation value of S²: 15.983
2S+1: 8
Net charge: +3

Number 1: electronic energy -3362.7324 Ha. Number 2: electronic energy -2511.8603 Ha. Number 3: electronic energy -2798.5460 Ha.